(1)
ORCA calculation (the ωB97M-V functional and the def2-TZVPD basis) on C34H16BrF4IrN4O11PS5 as an isolated structure.

Structure (XYZ):
```
77
Properties=species:S:1:pos:R:3:mulliken_charge:R:1
Ir -0.92603 0.49087 -1.04485 2.854
S -3.56566 7.09800 -0.55662 -0.171
C -2.95940 5.66037 -0.99095 0.100
S -3.92803 4.31840 -1.52554 -0.024
C -2.64091 3.19089 -1.79567 0.323
C -1.34921 3.66924 -1.50089 0.060
S 0.04428 2.75010 -1.79309 -0.170
S -1.25739 5.28373 -0.92254 0.026
S -2.89416 1.65672 -2.39777 -0.321
F 4.72879 -5.00516 -0.59150 -0.286
C 4.03559 -3.87821 -0.69602 0.442
C 4.65456 -2.66066 -0.48754 0.326
F 5.95137 -2.61634 -0.19195 -0.294
C 3.92018 -1.49288 -0.60151 0.228
F 4.60414 -0.35422 -0.45445 -0.380
C 2.55828 -1.49230 -0.88885 -0.304
P 1.64870 0.11363 -0.97431 -1.014
C 2.41212 0.85482 -2.43934 1.115
C 3.60384 1.57338 -2.41957 -0.298
C 4.13054 2.06275 -3.60493 -0.859
C 3.48078 1.82746 -4.80854 -0.578
C 2.29842 1.10141 -4.83357 -0.747
C 1.76112 0.62092 -3.65085 -0.218
C 2.23474 0.94426 0.53315 1.610
C 2.52527 2.30416 0.57382 -0.709
C 2.85614 2.90808 1.77763 -1.349
C 2.89211 2.16705 2.94933 -0.452
C 2.58940 0.81345 2.91602 -0.745
C 2.25422 0.20606 1.71726 -0.834
C 1.97658 -2.72970 -1.17218 0.501
Br 0.24142 -2.85845 -1.85442 -0.092
C 2.69798 -3.90540 -1.05550 0.328
F 2.14249 -5.08668 -1.31007 -0.315
H 4.12234 1.74888 -1.48675 0.404
H 5.05377 2.62590 -3.58725 0.441
H 3.89709 2.21195 -5.72998 0.398
H 1.78882 0.91663 -5.76902 0.465
H 0.83122 0.06133 -3.67448 0.286
H 2.48028 2.90232 -0.32608 0.493
H 3.07826 3.96644 1.79908 0.450
H 3.14167 2.64629 3.88619 0.452
H 2.59809 0.22912 3.82688 0.528
H 1.99053 -0.84442 1.71128 0.383
O -0.58380 -0.76126 0.93745 -0.770
C -0.61451 0.32333 1.57636 0.555
O -0.74646 1.42328 0.95717 -0.961
C -0.47593 0.34003 3.05295 0.047
C -0.56134 -0.83849 3.78370 -0.381
C -0.38441 -0.81715 5.16015 -0.777
C -0.10044 0.37617 5.80612 -0.619
C -0.00397 1.52958 5.04731 -0.301
C -0.19782 1.54534 3.68366 -0.121
N 0.34754 2.79554 5.72296 1.080
O 0.53943 3.76444 5.02115 -0.589
O 0.33026 2.80429 6.93445 -0.639
H -0.76098 -1.76458 3.26206 0.521
H -0.46043 -1.73095 5.73241 0.433
H 0.05003 0.42583 6.87442 0.553
H -0.10812 2.46114 3.11827 0.763
O -6.53080 -5.42694 -1.31855 -0.633
N -6.42618 -4.42179 -0.64913 1.069
O -7.14407 -4.12162 0.28073 -0.631
C -5.32737 -3.51142 -0.97437 -0.733
C -5.15139 -2.37144 -0.23036 -0.396
C -4.09789 -1.52162 -0.52239 -0.370
C -3.16069 -1.76418 -1.57609 1.116
O -2.14404 -1.06725 -1.87411 -0.408
C -3.47500 -2.93718 -2.33973 -0.508
C -4.49329 -3.80202 -2.04184 -0.456
N -2.69093 -3.27332 -3.53822 0.938
O -2.21272 -2.36363 -4.18138 -0.477
O -2.58611 -4.44897 -3.81492 -0.598
N -4.03757 -0.33191 0.31302 1.092
O -4.97848 -0.08544 1.02871 -0.649
O -3.04535 0.39451 0.27635 -0.518
H -5.82673 -2.13394 0.57831 0.680
H -4.64476 -4.68860 -2.64068 0.636
```

Summary:
HOMO (alpha / beta) (eV): -8.13 / -9.17
Total charge: 0
Energy relative to the best compared isomer or geometry (same formula, charge and spin) (eV): 0.000
2S+1: 6

---

(2)
ORCA calculation (the ωB97M-V functional and the def2-TZVPD basis) on C34H20BrCl5N3OTi as an isolated structure in a non-equilibrium geometry.

Structure (XYZ):
```
65
Properties=species:S:1:pos:R:3:mulliken_charge:R:1
Ti -0.12523 -0.02202 0.15679 -1.186
Br -2.13210 1.83179 -6.51192 -0.274
C -1.70063 0.99742 -4.84907 -0.008
C -2.54195 0.00939 -4.35668 -0.643
C -2.19666 -0.63538 -3.17912 -0.416
C -1.03645 -0.30835 -2.46718 0.645
O -0.67697 -1.01850 -1.41844 -0.688
C -0.20727 0.76552 -2.96879 1.008
C 1.00302 1.08872 -2.30568 -1.166
N 1.24333 0.58260 -1.06606 1.153
C 2.48134 0.12215 -0.67163 0.708
C 3.71730 0.58067 -1.10440 -0.859
C 4.89009 -0.05416 -0.68725 -0.818
C 4.85444 -1.16365 0.12333 -1.042
C 3.62208 -1.65110 0.60372 0.812
C 3.51054 -2.73318 1.49973 -0.714
C 2.27223 -3.05302 2.00873 -1.065
C 1.14959 -2.34080 1.61616 -0.081
N 1.19757 -1.33950 0.72287 0.667
C 2.43243 -0.98590 0.22615 -0.091
C -0.55733 1.37675 -4.18828 -0.727
H -3.44507 -0.25908 -4.88728 0.425
H -2.82091 -1.42734 -2.78390 0.445
H 1.78870 1.60575 -2.84946 0.175
H 3.77131 1.44408 -1.75334 0.424
H 5.84461 0.34056 -1.01342 0.386
H 5.76725 -1.66030 0.42886 0.383
H 4.39866 -3.27184 1.80420 0.416
H 2.16515 -3.84389 2.73842 0.417
H 0.17816 -2.54396 2.04655 0.495
H 0.08610 2.14497 -4.59879 0.457
C -3.95528 -2.91717 2.65201 -0.671
C -4.48514 -1.63336 2.63754 -0.768
C -3.90958 -0.63289 1.87461 -0.187
C -2.76740 -0.88867 1.09866 -0.342
C -2.26184 -2.20226 1.09690 -0.652
C -2.84411 -3.19392 1.86815 -0.882
N -2.06673 0.08223 0.41407 1.880
C -2.62291 1.09648 -0.32016 -0.534
C -1.77051 2.15374 -0.70812 0.931
C -2.22747 3.19170 -1.49281 -0.822
C -3.54837 3.22368 -1.92166 -0.788
C -4.39774 2.19054 -1.55105 -0.800
C -3.95211 1.14170 -0.76750 -0.741
H -4.40376 -3.69325 3.25914 0.389
H -5.35474 -1.40410 3.24214 0.388
H -4.32148 0.36703 1.89488 0.503
H -1.43972 -2.43592 0.43054 0.985
H -2.43691 -4.19867 1.84878 0.410
H -0.73905 2.17022 -0.33439 0.311
H -1.54989 3.99265 -1.76359 0.441
H -3.90985 4.03968 -2.53378 0.385
H -5.42819 2.20026 -1.88806 0.385
H -4.62381 0.33363 -0.50783 0.492
Cl 2.68358 0.96380 2.61260 -0.173
C 1.03122 0.60426 3.01616 0.236
C 0.02244 1.10483 2.16681 -0.333
C -1.16316 1.31157 2.90794 0.437
Cl -2.33805 2.44963 2.33134 -0.128
C -1.42281 0.77939 4.17247 0.001
Cl -2.93133 1.04273 4.96983 -0.184
C -0.44618 0.02683 4.81072 -0.127
Cl -0.77272 -0.76792 6.30098 -0.220
C 0.82726 0.01510 4.26388 0.142
Cl 2.12672 -0.72572 5.12952 -0.203
```

Summary:
HOMO (alpha / beta) (eV): -3.08 / -4.20
Total charge: -1
Energy relative to the best compared isomer or geometry (same formula, charge and spin) (eV): 2.601
2S+1: 3

---

(3)
ORCA calculation (the ωB97M-V functional and the def2-TZVPD basis) on C34H22AuF2N4OS3 as an isolated structure.

Structure (XYZ):
```
67
Properties=species:S:1:pos:R:3:mulliken_charge:R:1
Au 0.66966 0.82929 0.27527 0.124
F 3.89703 -3.05945 -1.46716 -0.464
C 2.65959 -2.75216 -0.99393 0.231
C 2.38395 -1.44914 -0.64218 -0.361
C 1.10462 -1.07598 -0.20211 -1.142
C 0.14663 -2.11107 -0.10721 1.128
C 0.49193 -3.41103 -0.43326 0.566
F -0.45335 -4.38677 -0.34384 -0.478
C 1.73685 -3.77589 -0.90392 -0.520
C -1.25339 -1.81393 0.30943 -0.213
C -1.74672 -2.24048 1.53970 -0.302
C -3.04142 -1.90779 1.89537 -0.562
C -3.80575 -1.15852 1.01543 -0.398
C -3.24005 -0.79419 -0.19505 -0.592
N -2.00095 -1.11930 -0.55387 -0.068
H 3.17263 -0.71401 -0.73150 0.495
H 1.96692 -4.79259 -1.18779 0.571
H -1.10767 -2.81069 2.19971 0.493
H -3.44478 -2.21809 2.85184 0.401
H -4.81451 -0.85310 1.25965 0.411
H -3.80447 -0.21218 -0.91634 0.435
O 0.29945 2.80099 0.71300 -1.014
C 0.09197 3.26724 1.99064 3.298
C -1.28644 2.86002 2.53027 -0.543
C -1.76505 1.59097 2.67334 -0.342
C -3.09458 1.54848 3.17190 -0.758
C -3.60788 2.79022 3.39623 -0.573
S -2.47493 4.00996 3.00694 -0.164
C 0.18229 4.79356 1.93052 -0.919
C 0.01401 5.55240 0.81485 -0.597
C 0.13762 6.94677 1.06987 -0.569
C 0.40402 7.21634 2.37712 -0.474
S 0.51783 5.77922 3.30279 -0.023
C 1.15677 2.77544 2.97092 -0.520
C 1.05504 2.38460 4.27119 -0.220
C 2.31369 2.05282 4.85008 -0.634
C 3.33907 2.20369 3.96943 -0.553
S 2.79066 2.73200 2.43506 -0.076
H -1.18090 0.71775 2.41166 0.536
H -3.64282 0.63435 3.35003 0.394
H -4.58698 3.04881 3.76768 0.414
H -0.17267 5.09687 -0.14613 0.466
H 0.03945 7.71273 0.31270 0.376
H 0.55427 8.17849 2.84061 0.436
H 0.10882 2.33144 4.79163 0.524
H 2.44213 1.70694 5.86648 0.385
H 4.38572 2.00214 4.13513 0.434
N -1.68844 -7.20969 -4.32866 -0.580
C -1.20620 -6.17315 -4.20323 0.035
C -0.59190 -4.88288 -4.05827 0.535
C -1.19489 -3.89756 -3.27890 -1.083
C -0.59632 -2.66177 -3.13534 0.268
C 0.61278 -2.40396 -3.77515 0.682
C 1.20466 -3.37562 -4.57725 -0.456
C 0.60990 -4.61511 -4.70976 -0.926
N 1.24506 -1.15498 -3.61733 0.362
C 2.59273 -0.88964 -3.74331 -0.231
C 2.73206 0.43374 -3.47077 -0.738
N 1.51408 1.00400 -3.17473 -0.606
C 0.65321 0.02837 -3.26477 -0.220
H -2.12063 -4.11072 -2.76192 0.482
H -1.05109 -1.90373 -2.51343 0.269
H 2.12875 -3.15626 -5.09345 0.442
H 1.06849 -5.37917 -5.32287 0.465
H 3.30795 -1.66333 -3.95853 0.357
H 3.64447 1.00611 -3.43355 0.419
H -0.40199 0.09817 -3.05094 0.486
```

Summary:
HOMO (eV): -5.34
Total charge: -1
Energy relative to the best compared isomer or geometry (same formula, charge and spin) (eV): 0.195
2S+1: 1

---

(4)
ORCA calculation (the ωB97M-V functional and the def2-TZVPD basis) on C34H22BrCuF4N3O2P as an isolated structure in a non-equilibrium geometry.

Structure (XYZ):
```
68
Properties=species:S:1:pos:R:3:mulliken_charge:R:1
Cu -0.18156 1.63971 -1.18990 -0.442
C -1.65843 -5.76726 3.53005 -0.753
O -2.53387 -4.69746 3.38414 -0.439
C -3.12982 -4.48057 2.20352 0.723
C -4.04069 -3.46525 2.05318 -0.774
C -4.60321 -3.07211 0.78246 -0.315
C -4.26159 -3.91746 -0.33719 0.543
C -3.35876 -4.98969 -0.17190 -0.820
C -2.76412 -5.21860 1.06859 0.041
N -4.92398 -3.82387 -1.59767 -0.396
N -5.09249 -2.67727 -2.14587 -0.533
C -4.33835 -1.53100 -1.72453 -0.120
C -5.01173 -0.36101 -1.34981 -0.786
C -4.25396 0.80261 -1.11494 -0.513
C -2.89248 0.91883 -1.20940 1.126
O -2.21712 1.98659 -1.05120 -0.946
C -2.21253 -0.29375 -1.59706 0.545
N -0.85309 -0.26744 -1.76020 -1.030
C -0.17030 -1.31691 -2.11192 0.094
C -0.80430 -2.52866 -2.40281 -0.989
C -2.17802 -2.59099 -2.38830 -0.532
C -2.90861 -1.52734 -1.84061 0.949
H -1.41535 -5.75666 4.57481 0.246
H -0.79848 -5.62839 2.90431 0.311
H -2.17354 -6.77464 3.19447 0.289
H -4.43356 -2.92279 2.83544 0.517
H -5.19729 -2.12505 0.67409 0.301
H -3.09444 -5.60465 -1.04678 0.356
H -1.95584 -5.96429 0.97126 0.281
H -6.03923 -0.37455 -1.08492 0.475
H -4.78385 1.79851 -0.89520 0.286
H 0.93139 -1.17327 -2.18089 0.465
H -0.19329 -3.41139 -2.70765 0.348
H -2.60265 -3.51051 -2.65219 0.764
F 0.98891 7.10933 2.69083 -0.282
C 1.17568 6.04459 1.97046 0.417
C 2.07032 6.03344 0.93915 0.194
F 2.63028 7.17957 0.55394 -0.292
C 2.21077 4.89804 0.13197 0.138
F 2.83205 5.12171 -1.00896 -0.273
C 1.54243 3.67681 0.48159 0.276
P 1.82254 2.13890 -0.43146 1.297
C 2.44368 1.08253 0.97848 0.450
C 1.92915 -0.19580 1.06924 -0.294
C 2.42488 -1.11529 2.02524 -0.686
C 3.50767 -0.76037 2.83572 -0.436
C 4.07718 0.47866 2.70626 -0.758
C 3.53362 1.41007 1.82872 -0.631
C 3.17203 2.44692 -1.66570 0.365
C 4.54731 2.30022 -1.38242 -0.110
C 5.50363 2.59779 -2.35997 -0.772
C 5.03931 3.02632 -3.64356 -0.440
C 3.62500 3.26530 -3.85097 -0.849
C 2.75145 2.99204 -2.84104 -0.494
C 0.65382 3.71168 1.57976 -0.150
Br -0.47600 2.30474 1.96488 -0.053
C 0.43367 4.93426 2.23592 0.192
F -0.48595 4.95879 3.21318 -0.315
H 1.10298 -0.48928 0.44958 0.340
H 2.03087 -2.13185 2.22767 0.382
H 3.87483 -1.43392 3.51953 0.504
H 5.01828 0.68292 3.27802 0.314
H 3.91569 2.39665 1.73057 0.623
H 4.87293 1.81893 -0.47273 0.412
H 6.52351 2.34882 -2.17107 0.443
H 5.80125 3.16371 -4.38569 0.411
H 3.34717 3.65755 -4.82999 0.399
H 1.70423 2.97277 -2.98252 0.401
```

Summary:
HOMO (eV): -6.83
Total charge: 0
Energy relative to the best compared isomer or geometry (same formula, charge and spin) (eV): 0.520
2S+1: 1

---

Among the records above, which one has the highest energy relative to the best compared isomer or geometry (same formula, charge and spin)? C34H20BrCl5N3OTi

---

Which formula does entry 2 have? C34H20BrCl5N3OTi